# 1
16
Properties=species:S:1:pos:R:3:mulliken_charge:R:1 method="wB97M-V/def2-TZVPD" total_charge=0 gap_ev=8.88 homo_ev=-8.2 e_tot_ha=-434.1825 lumo_ev=0.7
C -2.9191 -0.4543 -0.0474 -1.05
C -1.6392 0.2270 0.0635 0.77
C 0.9148 -0.3055 -0.0280 0.18
C 2.5876 0.9362 0.0196 -0.37
C 2.9626 -0.3867 0.0308 -0.44
H -3.1116 -1.1222 -0.8922 0.33
H -3.8441 0.3245 -0.2957 0.29
H -3.2710 -0.9079 1.0440 0.25
H -0.6152 -1.7948 0.2877 0.32
H 0.6923 1.9018 -0.0866 0.34
H 3.1269 1.7782 -0.2559 0.39
H 3.9158 -0.7776 0.1179 0.47
N -0.5156 -0.6443 -0.0247 -0.20
N 1.3052 0.9673 0.0058 -0.01
N 1.8163 -1.2082 -0.0066 -0.61
O -1.4056 1.4666 0.0680 -0.66



# 2
16
Properties=species:S:1:pos:R:3:mulliken_charge:R:1 method="wB97M-V/def2-TZVPD" total_charge=0 gap_ev=10.71 homo_ev=-10.0 e_tot_ha=-434.1765 smiles="CNC(=O)N1C[C@@H]1C#N" lumo_ev=0.7
C -1.7876 0.9256 -0.5329 -0.84
N -1.7207 -0.2122 0.4090 -0.22
C -0.5255 -0.9067 0.5697 0.53
O -0.3104 -1.5419 1.5904 -0.59
N 0.4027 -0.8856 -0.5310 -0.19
C 1.8022 -1.2734 -0.1853 -0.38
C 1.4720 0.1542 -0.5239 0.00
C 1.5260 1.2236 0.5376 0.14
N 1.2124 1.9124 1.4432 -0.46
H -2.8282 1.2009 -0.4233 0.38
H -1.1406 1.7762 -0.3989 0.27
H -1.8386 0.6407 -1.5997 0.29
H -2.1785 -0.1246 1.2922 0.26
H 2.2234 -1.9538 -1.0018 0.22
H 1.9469 -1.5442 0.8548 0.31
H 1.7446 0.6087 -1.5000 0.29



# 3
16
Properties=species:S:1:pos:R:3:mulliken_charge:R:1 method="wB97M-V/def2-TZVPD" total_charge=0 gap_ev=7.28 homo_ev=-8.1 e_tot_ha=-434.0014 lumo_ev=-0.8
H -2.5447 0.1668 1.2132 0.25
N -1.9440 -0.6204 0.9399 -0.58
C -0.7251 -0.2476 1.0117 0.16
C 0.1206 -1.4824 1.2926 -0.53
N 0.4682 -0.4807 0.3805 0.12
C 1.6094 0.3664 0.6699 -0.95
H 0.5661 -1.4809 2.2760 0.31
H -0.2335 -2.4146 0.8807 0.24
H 2.1788 0.5140 -0.2534 0.26
H 2.2837 -0.0837 1.4061 0.36
H 1.2964 1.3522 1.0295 0.35
N -1.2205 2.5281 -1.1650 -0.35
C -0.8773 1.5877 -1.7568 0.29
C -0.4479 0.3957 -2.4571 0.18
O 0.5173 0.4045 -3.2127 -0.42
H -1.0473 -0.5054 -2.2551 0.30



# 4
16
Properties=species:S:1:pos:R:3:mulliken_charge:R:1 method="wB97M-V/def2-TZVPD" total_charge=+2 gap_ev="8.37 / 8.37" homo_ev="-18.7 / -18.7" e_tot_ha=-433.4405 lumo_ev="-10.3 / -10.3"
C -2.8094 -0.9613 0.1330 0.08
C 2.0335 0.4282 -0.0706 -0.03
C -2.2934 1.2829 -0.0659 0.11
C -0.3911 -0.0338 -0.0279 0.60
C 0.9470 -0.5665 0.0959 -0.56
N 3.2703 0.1324 -0.0729 -0.17
N -1.7341 -1.4578 -0.1915 -0.35
N -0.9744 1.0591 -0.0702 -0.29
O -3.1234 0.4105 0.3307 -0.17
H -3.7176 -1.5612 0.2526 0.42
H 1.7541 1.4702 -0.2215 0.44
H -2.6579 2.2581 -0.3894 0.42
H 1.0532 -1.4061 -0.6150 0.45
H 1.0245 -1.0790 1.0742 0.43
H 3.9893 0.8450 -0.2182 0.32
H 3.6294 -0.8206 0.0565 0.30



# 5
18
Properties=species:S:1:pos:R:3:mulliken_charge:R:1 method="wB97M-V/def2-TZVPD" total_charge=0 gap_ev=8.52 homo_ev=-8.4 e_tot_ha=-584.4967 lumo_ev=0.1
C 0.4103 -2.1529 -0.1148 -0.16
C 2.5792 0.5091 -0.8881 -0.01
C -0.4884 -1.1145 0.5654 -0.56
C 0.7604 -0.3360 -1.2131 0.46
C -0.8941 1.3281 -0.1894 -1.04
N 1.0740 -1.7152 -1.0794 -0.56
N -0.2954 -0.0356 -0.3444 0.03
N 0.6970 0.1895 -2.5768 0.94
O -0.0095 1.1613 -2.7228 -0.58
O 2.5064 1.3885 -0.0453 -0.43
O 1.3052 -0.3630 -3.4917 -0.59
H 0.5237 -3.2654 0.2625 0.31
H 3.6210 0.1919 -1.2914 0.35
H -1.4806 -1.4098 0.5927 0.37
H -0.1404 -0.7802 1.5092 0.35
H -1.8200 1.3331 -0.6143 0.33
H -1.1777 1.4904 0.8420 0.41
H -0.1375 2.0001 -0.4362 0.38



# 6
17
Properties=species:S:1:pos:R:3:mulliken_charge:R:1 method="wB97M-V/def2-TZVPD" total_charge=0 s2=2.06 gap_ev="5.37 / 7.98" homo_ev="-6.4 / -9.0" e_tot_ha=-1155.1673 lumo_ev="-1.1 / -1.1" spin_multiplicity=3
C -1.6436 -1.0114 0.5657 -0.50
C -3.6637 -0.8084 -0.1203 -0.12
C -1.5828 0.2762 0.0491 0.89
C -0.5230 1.0610 0.0609 -0.21
C 2.2613 -0.7294 -0.6528 -0.78
N -2.8421 -1.5750 0.5826 -0.53
N 2.5469 1.2628 0.4982 -0.38
N 2.1510 0.0154 0.6220 -0.20
S 0.0723 2.5281 0.0046 -0.33
S -3.1419 0.7681 -0.6470 -0.09
H -0.7576 -1.3950 1.1610 0.37
H -4.7212 -1.0897 -0.0666 0.41
H 2.2144 -0.1271 -1.5341 0.31
H 3.2250 -1.2754 -0.7759 0.31
H 1.5069 -1.4254 -0.7104 0.28
H 2.4063 1.7173 -0.4798 0.28
H 2.4920 1.8077 1.4428 0.28



# 7
17
Properties=species:S:1:pos:R:3:mulliken_charge:R:1 method="wB97M-V/def2-TZVPD" total_charge=+1 gap_ev=8.66 homo_ev=-12.7 e_tot_ha=-488.7097 smiles="O=c1[nH][nH]c2c1NC=[NH+]C2" lumo_ev=-4.0
O -1.8461 0.6606 2.5947 -0.58
C -1.5872 0.3490 1.4519 -0.06
N -2.4447 0.2404 0.3294 -0.14
N -1.8043 0.0996 -0.8683 -0.18
C -0.4649 0.1612 -0.5938 0.18
C -0.2818 0.2151 0.7592 0.38
N 1.0514 0.2144 1.2938 -0.03
C 2.0382 0.0479 0.4824 -0.09
N 1.9335 0.0839 -0.8519 -0.20
C 0.6122 -0.2926 -1.5068 -0.45
H -3.3454 -0.0308 0.6067 0.27
H -2.0236 -0.6016 -1.5536 0.32
H 1.3361 0.1801 2.2546 0.26
H 2.9777 0.0133 1.0428 0.36
H 2.7692 -0.2449 -1.2866 0.28
H 0.5469 -1.3635 -1.7167 0.32
H 0.5328 0.2680 -2.4377 0.36



# 8
18
Properties=species:S:1:pos:R:3:mulliken_charge:R:1 method="wB97M-V/def2-TZVPD" total_charge=+1 gap_ev=8.07 homo_ev=-13.6 e_tot_ha=-563.7414 lumo_ev=-5.6
C -2.7838 -1.7021 0.7704 0.50
C -1.7668 1.4997 -0.0127 0.72
C 0.4832 1.8488 0.2860 -0.89
C 0.2892 -1.3303 -0.1192 -0.78
C -3.0911 -0.8111 -0.2510 -0.55
N -2.5267 -2.2066 1.7789 -0.40
N -5.0320 0.5819 -0.2768 -0.60
N -4.1159 -0.0604 -0.3084 0.67
N -0.6126 0.9511 -0.0647 0.20
O -2.6859 2.2289 0.0686 -0.27
O -0.2265 -0.1485 -0.7932 -0.21
H 1.0104 2.3080 -0.6009 0.30
H 0.1034 2.5738 1.0125 0.41
H 1.1681 1.1576 0.7881 0.32
H 1.3840 -1.3287 0.0764 0.33
H -0.0882 -2.0934 -0.7220 0.40
H -0.1242 -1.6251 0.8904 0.35
H -2.5700 -0.9478 -1.2348 0.50